1.
Density functional theory data (ωB97M-V/def2-TZVPD) for one molecule with the formula C4H2Cl2O2.

Values from the calculation:
Maximum force, eV/Å: 1.77
Energy, eV: -33316.6811
ΔE to the lowest compared entry with this formula, charge and spin, kcal/mol: 68.1
Net charge: 0
Frontier orbital gap, eV: 7.7

XYZ file:
```
10
C4H2Cl2O2 (ωB97M-V/def2-TZVPD)
C -0.183 -0.811 0.109
C 0.791 0.178 -0.138
C -1.449 -0.276 0.231
C 0.412 1.493 -0.002
O -1.676 0.943 0.123
O 2.093 -0.127 -0.263
Cl -2.758 -1.352 0.596
Cl 0.515 2.868 -0.837
H 0.037 -1.853 0.239
H 2.219 -1.063 -0.059
```

2.
Density functional theory data (ωB97M-V/def2-TZVPD) for one molecule with the formula C4H2Cl3P.

Values from the calculation:
Maximum force, eV/Å: 4.79
Energy, eV: -51035.0000
ΔE to the lowest compared entry with this formula, charge and spin, kcal/mol: 24.7
Net charge: 0
Frontier orbital gap, eV: 8.4

XYZ file:
```
10
C4H2Cl3P (ωB97M-V/def2-TZVPD)
Cl -2.175 -2.663 0.418
C -1.950 -1.000 0.049
C -0.589 -0.520 0.208
C -0.385 0.790 -0.077
P -1.832 1.587 -0.803
Cl -2.313 2.578 0.863
C -2.950 -0.140 -0.274
Cl -4.573 -0.348 -0.295
H -0.081 -1.385 0.617
H 0.453 1.487 -0.128
```

3.
Density functional theory data (ωB97M-V/def2-TZVPD) for one molecule with the formula C4H2ClNS.

Values from the calculation:
Maximum force, eV/Å: 5.28
Energy, eV: -29026.0276
ΔE to the lowest compared entry with this formula, charge and spin, kcal/mol: 11.3
Net charge: 0
Frontier orbital gap, eV: 7.8

XYZ file:
```
9
C4H2ClNS (ωB97M-V/def2-TZVPD)
N -0.480 0.913 -2.721
C -0.088 0.511 -1.660
C 0.840 0.296 -0.548
C 0.446 -0.085 0.683
Cl 1.583 -0.379 1.914
C -0.950 -0.478 0.893
S -1.550 -1.260 2.096
H 1.794 0.662 -0.780
H -1.594 -0.180 0.122
```

4.
Density functional theory data (ωB97M-V/def2-TZVPD) for a 2-piece molecular cluster, C4H2ClP overall.

Values from the calculation:
Maximum force, eV/Å: 4.44
Energy, eV: -25985.9870
ΔE to the lowest compared entry with this formula, charge and spin, kcal/mol: 41.7
Net charge: 0
Frontier orbital gap, eV: 8.7

XYZ file:
```
8
C4H2ClP (ωB97M-V/def2-TZVPD)
C -1.180 -2.293 0.035
C -0.296 2.274 0.007
C -0.255 -1.546 0.170
C 0.465 1.390 0.308
P 1.521 0.076 0.791
Cl 2.650 0.003 -0.873
H -1.975 -2.960 -0.152
H -0.930 3.057 -0.285
```

5.
Density functional theory data (ωB97M-V/def2-TZVPD) for a 2-piece molecular cluster, C4H2F4 overall.

Values from the calculation:
Maximum force, eV/Å: 4.86
Energy, eV: -15043.0845
ΔE to the lowest compared entry with this formula, charge and spin, kcal/mol: 114.7
Net charge: 0
Frontier orbital gap (spin up / spin down), eV: 7.5 / 9.5

XYZ file:
```
10
C4H2F4 (ωB97M-V/def2-TZVPD)
C 1.065 -1.055 -1.006
C 0.467 -0.049 -0.804
C -1.803 0.821 0.514
C -2.597 -0.310 -0.068
F -2.286 2.036 0.270
F -2.493 -1.427 0.660
F -3.918 0.020 -0.067
F -2.349 -0.638 -1.318
H 1.690 -1.536 -1.761
H -1.005 0.850 1.301
```

6.
Density functional theory data (ωB97M-V/def2-TZVPD) for a 2-piece molecular cluster, C4H2F4 overall.

Values from the calculation:
Maximum force, eV/Å: 12.20
Energy, eV: -15040.9656
⟨S²⟩: 2.01
ΔE to the lowest compared entry with this formula, charge and spin, kcal/mol: 33.2
Net charge: 0
Frontier orbital gap (spin up / spin down), eV: 6.2 / 9.1
Spin multiplicity: 3

XYZ file:
```
10
C4H2F4 (ωB97M-V/def2-TZVPD)
C 1.412 -0.975 1.072
C 1.637 -0.357 0.095
C -0.873 0.977 -0.720
C -1.312 -0.106 -0.076
F 1.840 0.406 -0.908
F -0.408 2.072 -0.094
F -1.544 -1.278 -0.774
F -1.535 -0.265 1.168
H 1.252 -1.442 2.076
H -0.470 0.968 -1.839
```

7.
Density functional theory data (ωB97M-V/def2-TZVPD) for one molecule with the formula C4H2FNOS.

Values from the calculation:
Maximum force, eV/Å: 7.99
Energy, eV: -21265.3001
ΔE to the lowest compared entry with this formula, charge and spin, kcal/mol: 89.6
Net charge: 0
Frontier orbital gap, eV: 8.3

XYZ file:
```
10
C4H2FNOS (ωB97M-V/def2-TZVPD)
N 1.320 -2.397 2.467
C 0.629 -1.679 1.740
C 0.391 -0.576 0.633
F 1.481 0.235 0.530
C -0.803 -0.436 -0.010
O -1.150 0.395 -1.056
C -0.205 1.512 -1.260
S -0.920 2.489 -2.466
H -1.800 -1.043 0.463
H 1.058 1.499 -1.042
```

8.
Density functional theory data (ωB97M-V/def2-TZVPD) for an isolated ion of composition C4H2IN2OS and charge -1.

Values from the calculation:
Maximum force, eV/Å: 3.62
Energy, eV: -28141.1132
ΔE to the lowest compared entry with this formula, charge and spin, kcal/mol: 52.0
Net charge: -1
Frontier orbital gap (spin up / spin down), eV: 6.3 / 6.9

XYZ file:
```
11
C4H2IN2OS (ωB97M-V/def2-TZVPD)
C 0.623 1.132 0.768
C -0.528 -1.060 -0.925
C 2.001 -0.747 0.202
C -1.376 0.037 -0.501
N 1.616 0.225 0.775
N -0.622 0.857 0.418
O -2.588 0.326 -0.664
S 2.829 -2.122 0.191
I -1.299 -1.995 -2.686
H 0.599 1.804 1.574
H -1.255 1.544 0.847
```

9.
Density functional theory data (ωB97M-V/def2-TZVPD) for a 2-piece molecular cluster, C4H2IPS overall.

Values from the calculation:
Maximum force, eV/Å: 3.20
Energy, eV: -32399.3259
ΔE to the lowest compared entry with this formula, charge and spin, kcal/mol: 29.7
Net charge: 0
Frontier orbital gap (spin up / spin down), eV: 6.9 / 5.5

XYZ file:
```
9
C4H2IPS (ωB97M-V/def2-TZVPD)
C 0.651 -0.952 -2.400
C 0.243 0.761 2.366
C 0.194 -0.240 -1.505
C -0.008 0.752 1.167
P -0.751 0.683 -0.411
S -1.082 2.592 -1.196
I -0.824 -2.949 1.642
H 1.267 -1.351 -3.190
H 0.311 0.703 3.527
```

10.
Density functional theory data (ωB97M-V/def2-TZVPD) for C4H2LiO2Pm as an isolated structure.

Values from the calculation:
Maximum force, eV/Å: 3.71
Energy, eV: -25022.7856
⟨S²⟩: 8.76
ΔE to the lowest compared entry with this formula, charge and spin, kcal/mol: 0.0
Net charge: +1
Frontier orbital gap (spin up / spin down), eV: 3.6 / 3.7
Spin multiplicity: 6

XYZ file:
```
10
C4H2LiO2Pm (ωB97M-V/def2-TZVPD)
O 0.654 -0.952 -1.255
C 1.218 -0.174 -0.217
C 0.354 0.058 0.799
C -1.112 -0.168 0.706
C -2.224 0.392 0.949
O -3.146 1.178 0.909
Pm 3.457 1.390 -0.518
H 1.264 -1.041 -1.988
H 0.719 0.682 1.624
Li -1.184 -1.365 -1.010
```

11.
Density functional theory data (ωB97M-V/def2-TZVPD) for C4H2LuO as an isolated structure.

Values from the calculation:
Maximum force, eV/Å: 8.44
Energy, eV: -39819.4862
⟨S²⟩: 0.75
ΔE to the lowest compared entry with this formula, charge and spin, kcal/mol: 75.4
Net charge: +2
Frontier orbital gap (spin up / spin down), eV: 6.6 / 7.1
Spin multiplicity: 2

XYZ file:
```
8
C4H2LuO (ωB97M-V/def2-TZVPD)
C -1.072 -1.369 -0.069
C -0.229 -0.899 0.767
H 0.446 -1.609 1.321
O -1.484 1.843 0.104
C -0.630 1.331 -0.548
C 0.114 0.093 -0.399
H 0.539 -0.266 -1.348
Lu 2.316 0.875 0.171
```